Entry from OMol25: a structure of composition C19H18N7O3PtS2 (wB97M-V/def2-TZVPD).

XYZ file:
```
50
Properties=species:S:1:pos:R:3:forces:R:3
Pt 0.24029 -1.06491 -0.25551 0.60 0.07 -1.21
N -4.73564 -5.44481 3.06449 0.49 0.83 -0.12
C -4.00899 -4.33529 2.88656 -0.37 -0.65 0.18
C -3.96738 -3.69896 1.62341 0.18 0.50 -0.63
C -3.17209 -2.59521 1.43441 -0.60 -0.56 -0.32
C -2.41526 -2.10302 2.49089 0.40 0.34 -0.17
C -2.46285 -2.68407 3.75396 -0.32 -0.52 0.59
C -3.25889 -3.78661 3.95614 0.52 0.49 0.44
S -1.30104 -0.75686 2.20623 2.42 0.82 -0.61
O -1.63410 -0.07314 0.96222 -1.19 -0.54 0.54
O -1.08658 0.03072 3.36828 -0.88 -0.30 0.30
N 0.12171 -1.52905 1.74905 -3.13 -0.52 -0.46
C 1.25221 -1.17306 2.37608 3.39 1.03 1.64
N 2.27687 -0.84271 1.56498 -1.23 -0.30 -0.80
C 3.39199 -0.40302 2.11773 0.48 0.36 0.53
C 3.52719 -0.23217 3.49074 -0.30 -0.17 -0.18
C 2.43603 -0.63771 4.25291 0.78 0.20 -0.23
N 1.35177 -1.11715 3.69320 -1.50 -0.78 0.13
H -5.27172 -5.83788 2.30476 -0.07 -0.10 0.04
H -4.75758 -5.90288 3.96342 -0.09 -0.12 0.04
H -4.56653 -4.09159 0.81729 -0.06 -0.03 -0.15
H -3.13064 -2.09644 0.48088 -0.11 0.10 -0.08
H -1.88125 -2.24810 4.55176 0.07 -0.03 0.16
H -3.32292 -4.24671 4.92992 0.06 -0.04 0.14
H 4.20300 -0.15019 1.44643 0.01 -0.01 -0.05
H 4.41963 0.17837 3.93209 0.10 -0.03 0.00
H 2.43236 -0.59792 5.33406 0.10 0.06 0.06
S -1.39988 -2.71817 -1.47482 0.13 0.24 -0.01
C -0.18615 -2.42030 -2.66731 0.64 0.27 0.17
N -0.38713 -2.72194 -3.96749 0.05 -0.07 -0.20
C 0.60763 -2.40442 -4.91071 -0.21 -0.07 -0.11
C 1.76602 -1.84554 -4.45586 0.05 0.13 0.73
C 1.93601 -1.56394 -3.09497 0.40 -0.05 -0.51
N 0.91447 -1.86404 -2.21833 -0.95 -0.25 0.31
H -1.25123 -3.15499 -4.25991 0.09 0.00 0.07
H 0.38698 -2.62059 -5.93788 -0.04 -0.07 -0.12
H 2.56412 -1.61165 -5.13985 0.03 0.02 -0.17
H 2.84200 -1.15793 -2.68378 0.03 0.05 0.06
O -0.32604 0.46152 -1.78549 -0.32 -1.20 -0.01
N -0.04679 1.72920 -1.88266 0.29 0.74 -0.07
C -0.90258 2.49599 -2.57532 -0.29 0.21 -0.26
C -0.62367 3.82004 -2.82433 0.20 0.08 0.16
C 0.55007 4.37744 -2.33497 -0.05 -0.24 0.08
C 1.40010 3.57279 -1.58819 -0.18 0.11 -0.15
C 1.07945 2.24847 -1.37504 0.34 0.04 0.22
H -1.79150 1.99683 -2.93031 0.07 -0.08 0.05
H -1.32600 4.40674 -3.39361 -0.08 0.01 -0.06
H 0.79373 5.41135 -2.52285 0.01 0.06 -0.01
H 2.31524 3.97406 -1.18604 0.11 -0.06 0.10
H 1.69745 1.55895 -0.81110 -0.07 0.05 -0.08
```
Positions in Å, forces in eV/Å.

Computed properties:
Multiplicity ... 6
Energy above the lowest of the compared OMol25 structures with the same formula, charge and spin ... 25.1 kcal per mole
Gap between HOMO and LUMO (alpha / beta) ... 6.1 / 4.2 eV
E ... -61463.7439 eV
Charge ... +2

natural (NBO) atomic charge list, values in e, 8 entries: Pt 1.17; N -0.57; C 0.24; C -0.16; C -0.19; C -0.23; C -0.10; C -0.19